w) C37H30CsN4O4P as an isolated structure, computed with wB97M-V/def2-TZVPD.

Geometry (Å):
Cs1 -0.843 1.400 0.562
C1 -1.799 -1.867 3.884
C2 -0.402 -1.523 3.330
O1 0.201 -2.448 2.728
C3 0.014 -0.207 3.571
C4 1.288 0.367 3.229
C5 2.269 -0.443 2.411
N1 1.705 1.557 3.524
N2 0.915 2.355 4.348
C6 -0.033 3.026 3.768
O2 -0.426 2.965 2.548
C7 -0.712 4.038 4.660
C8 -1.543 5.000 4.093
C9 -2.180 5.949 4.885
C10 -2.008 5.941 6.262
C11 -1.188 4.975 6.839
C12 -0.546 4.036 6.046
H1 -2.069 -2.872 3.558
H2 -2.552 -1.157 3.532
H3 -1.798 -1.830 4.976
H4 -0.667 0.433 4.120
H5 2.342 -1.463 2.788
H6 3.235 0.065 2.425
H7 1.926 -0.524 1.375
H8 -1.677 4.974 3.019
H9 -2.820 6.695 4.424
H10 -2.511 6.675 6.882
H11 -1.054 4.955 7.915
H12 0.103 3.282 6.471
O3 -2.601 0.874 -1.925
C13 -1.683 1.561 -2.440
O4 -1.558 2.800 -2.455
C14 -0.552 0.731 -3.068
C15 0.221 1.344 -4.051
C16 1.228 0.660 -4.711
C17 1.484 -0.663 -4.376
C18 0.729 -1.282 -3.392
C19 -0.293 -0.604 -2.721
P1 -1.322 -1.510 -1.467
C20 -0.233 -2.908 -0.993
C21 1.060 -2.600 -0.560
C22 1.839 -3.534 0.098
C23 1.344 -4.808 0.336
C24 0.060 -5.126 -0.073
C25 -0.726 -4.182 -0.721
C26 -2.522 -2.294 -2.627
C27 -3.813 -1.773 -2.698
C28 -4.747 -2.318 -3.569
C29 -4.409 -3.391 -4.379
C30 -3.124 -3.917 -4.320
C31 -2.190 -3.368 -3.453
H13 0.001 2.382 -4.270
H14 1.814 1.154 -5.479
H15 2.268 -1.215 -4.880
H16 0.949 -2.311 -3.136
H17 1.435 -1.591 -0.697
H18 2.815 -3.250 0.472
H19 1.938 -5.531 0.881
H20 -0.352 -6.106 0.141
H21 -1.742 -4.439 -0.998
H22 -4.061 -0.919 -2.082
H23 -5.745 -1.897 -3.615
H24 -5.140 -3.816 -5.057
H25 -2.848 -4.752 -4.953
H26 -1.189 -3.781 -3.416
N3 5.908 2.442 -4.745
C32 5.170 2.135 -3.918
C33 4.252 1.744 -2.888
C34 3.169 2.545 -2.556
C35 2.304 2.108 -1.566
N4 2.464 0.963 -0.907
C36 3.504 0.202 -1.236
C37 4.424 0.539 -2.212
H27 2.992 3.480 -3.069
H28 1.441 2.708 -1.299
H29 3.610 -0.722 -0.677
H30 5.252 -0.114 -2.448

Values from the calculation:
HOMO: -0.78 eV
molar mass: 758.55 g/mol
Kohn-Sham gap: 4.4 eV
net charge: -2

x) C37H30CsN4O4P as an isolated structure, computed with wB97M-V/def2-TZVPD.

Geometry (Å):
Cs1 0.061 1.302 1.253
C1 0.950 2.571 5.978
C2 1.055 2.826 4.466
O1 1.035 1.796 3.739
C3 1.193 4.149 4.054
C4 1.358 4.646 2.704
C5 1.583 6.136 2.574
N1 1.321 3.871 1.669
N2 1.473 4.561 0.443
C6 1.571 3.741 -0.579
O2 1.645 2.487 -0.656
C7 1.582 4.503 -1.904
C8 1.565 5.897 -1.983
C9 1.577 6.536 -3.210
C10 1.602 5.799 -4.391
C11 1.620 4.415 -4.325
C12 1.616 3.778 -3.091
H1 0.818 1.503 6.137
H2 0.100 3.104 6.415
H3 1.847 2.902 6.507
H4 1.204 4.899 4.840
H5 1.603 6.607 3.557
H6 0.793 6.587 1.969
H7 2.516 6.348 2.050
H8 1.536 6.445 -1.050
H9 1.564 7.621 -3.247
H10 1.605 6.304 -5.351
H11 1.640 3.825 -5.236
H12 1.649 2.700 -2.994
O3 -3.920 1.058 0.152
C13 -3.114 0.129 0.100
O4 -2.139 -0.134 0.847
C14 -3.297 -0.902 -1.045
C15 -4.576 -1.014 -1.591
C16 -4.879 -1.958 -2.554
C17 -3.885 -2.809 -3.017
C18 -2.603 -2.683 -2.511
C19 -2.288 -1.743 -1.527
P1 -0.524 -1.596 -0.995
C20 0.306 -1.515 -2.627
C21 0.630 -2.606 -3.432
C22 1.254 -2.425 -4.655
C23 1.562 -1.143 -5.091
C24 1.264 -0.052 -4.291
C25 0.652 -0.235 -3.057
C26 -0.133 -3.304 -0.473
C27 1.214 -3.644 -0.324
C28 1.586 -4.852 0.237
C29 0.617 -5.741 0.691
C30 -0.721 -5.406 0.569
C31 -1.092 -4.200 -0.013
H13 -5.318 -0.320 -1.218
H14 -5.886 -2.030 -2.949
H15 -4.100 -3.554 -3.774
H16 -1.821 -3.328 -2.891
H17 0.405 -3.609 -3.090
H18 1.502 -3.284 -5.268
H19 2.052 -0.996 -6.047
H20 1.528 0.949 -4.608
H21 0.482 0.624 -2.415
H22 1.981 -2.943 -0.637
H23 2.637 -5.092 0.339
H24 0.906 -6.680 1.147
H25 -1.488 -6.080 0.933
H26 -2.143 -3.948 -0.092
N3 -1.943 -5.922 5.575
C32 -1.471 -5.069 4.963
C33 -0.871 -4.003 4.191
C34 0.514 -3.915 4.096
C35 1.025 -2.878 3.330
N4 0.271 -1.996 2.689
C36 -1.056 -2.084 2.792
C37 -1.679 -3.078 3.542
H27 1.163 -4.621 4.593
H28 2.099 -2.758 3.228
H29 -1.629 -1.348 2.242
H30 -2.757 -3.124 3.602

Values from the calculation:
HOMO: -0.52 eV
molar mass: 758.55 g/mol
Kohn-Sham gap: 4.3 eV
net charge: -2

Best to worst by energy: x), w).

w) C3H5O3Pt as an isolated structure, computed with wB97M-V/def2-TZVPD.

Geometry (Å):
O1 -0.402 0.510 -0.491
C1 0.798 0.048 -0.229
C2 -1.337 0.039 0.503
O2 1.801 0.432 -0.819
O3 0.847 -0.706 0.831
C3 -0.489 -0.933 1.333
H1 -2.171 -0.441 -0.015
H2 -1.684 0.908 1.071
H3 -0.740 -1.984 1.156
H4 -0.491 -0.711 2.404
H5 1.769 1.513 -3.627
Pt1 2.098 1.327 -2.117

Values from the calculation:
HOMO (alpha / beta): -13.89 / -15.02 eV
molar mass: 284.15 g/mol
expectation value of S²: 2.002
spin multiplicity: 3
Kohn-Sham gap (alpha / beta): 10.0 / 8.0 eV
net charge: +1

x) C3H5O3Pt as an isolated structure, computed with wB97M-V/def2-TZVPD.

Geometry (Å):
O1 1.424 -1.001 0.340
C1 -1.323 -1.308 0.429
C2 1.452 -1.278 1.700
O2 -1.597 -1.958 -0.553
O3 -0.914 -1.787 1.587
C3 0.077 -1.028 2.303
H1 2.173 -0.651 2.257
H2 1.723 -2.336 1.864
H3 -0.168 0.042 2.221
H4 0.032 -1.370 3.344
H5 -1.134 -0.161 0.228
Pt1 1.567 0.274 -0.702

Values from the calculation:
HOMO (alpha / beta): -14.35 / -14.31 eV
molar mass: 284.15 g/mol
expectation value of S²: 2.006
spin multiplicity: 3
Kohn-Sham gap (alpha / beta): 7.6 / 6.0 eV
net charge: +1

Best to worst by energy: w), x).

w) One molecule with the formula C6H10FNO2, computed with wB97M-V/def2-TZVPD.

Geometry (Å):
C1 2.988 -0.899 0.604
C2 2.425 0.045 -0.246
C3 0.965 -0.103 -0.580
N1 0.322 1.183 -0.979
C4 -0.564 1.688 -0.016
O1 -0.173 2.398 0.833
O2 -1.900 1.414 -0.083
C5 -2.285 0.259 0.644
C6 -2.171 -1.071 -0.177
F1 -1.611 -0.868 -1.404
H1 3.575 -1.733 0.212
H2 2.886 -0.849 1.688
H3 3.010 0.854 -0.691
H4 0.426 -0.645 0.206
H5 0.964 -0.749 -1.466
H6 1.074 1.848 -1.093
H7 -3.351 0.378 0.845
H8 -1.790 0.166 1.616
H9 -3.167 -1.497 -0.320
H10 -1.623 -1.820 0.407

Values from the calculation:
HOMO: -7.82 eV
SMILES string: C=CCNC(=O)OCCF
molar mass: 147.15 g/mol
Kohn-Sham gap: 7.4 eV
net charge: 0

x) A 2-piece molecular cluster, C6H10FNO2 overall, computed with wB97M-V/def2-TZVPD.

Geometry (Å):
O1 -1.876 -1.104 -1.512
C1 -0.699 -0.506 -1.542
N1 0.187 -0.357 -0.656
C2 1.387 0.215 -1.320
C3 0.782 0.651 -2.708
O2 -0.440 -0.049 -2.778
H1 -2.151 -1.557 -0.645
H2 2.027 -0.621 -1.248
H3 1.929 0.923 -0.635
H4 0.547 1.766 -2.630
H5 1.502 0.343 -3.554
C4 -1.713 -0.341 1.856
C5 -0.575 0.340 1.794
C6 0.739 0.014 2.540
F1 -0.500 1.523 1.071
H6 -1.833 -1.076 2.622
H7 -2.447 0.097 1.266
H8 1.590 -0.047 1.856
H9 0.625 -0.967 2.935
H10 0.919 0.753 3.289

Values from the calculation:
HOMO: -9.12 eV
SMILES string: OC1=NCCO1.C=C(C)F
molar mass: 147.15 g/mol
Kohn-Sham gap: 9.9 eV
net charge: 0

Best to worst by energy: x), w).